Entry 1:
65
Properties=species:S:1:pos:R:3 method="wB97M-V/def2-TZVPD" gap_ev=4.66 spin_multiplicity=1 charge=+1
O -0.72 0.87 -0.56
O 1.94 -1.61 0.14
O -0.68 -1.56 -0.30
N 1.68 2.20 5.31
N -0.39 -0.12 1.69
C 0.14 5.96 -0.18
C 0.40 4.19 1.45
C -1.44 1.65 0.40
C 1.35 1.20 6.32
C 2.36 3.10 3.34
C -0.06 5.49 5.90
C 1.68 4.15 4.13
C 2.73 0.37 -0.48
C 3.23 -1.81 -0.23
C -1.40 0.98 1.78
C 0.47 6.13 4.77
C 0.80 0.18 2.53
C 1.59 -0.28 -0.01
C 2.57 3.11 1.94
C 3.76 -0.61 -0.68
C -0.77 6.97 -0.82
C 1.18 3.53 5.30
C 3.60 -3.21 -0.23
C 2.46 1.99 4.22
C -0.96 -1.44 2.12
C 2.29 4.86 0.13
C -1.30 -2.20 0.83
C -0.42 5.04 0.72
C 1.30 5.46 3.87
C 1.78 4.03 1.16
C 0.26 4.15 6.16
C 1.51 5.84 -0.47
B -0.09 -0.26 0.09
H 1.20 0.23 5.82
H 3.34 4.75 -0.14
H -1.83 -1.28 2.78
H 1.51 -0.65 2.51
H 3.46 2.62 1.53
H 4.75 -0.44 -1.09
H -2.39 0.57 2.04
H 2.16 1.12 7.08
H 1.94 6.53 -1.20
H -0.21 3.60 6.98
H -0.18 -1.97 2.67
H -1.51 5.03 0.85
H -1.00 2.66 0.47
H 2.71 -3.85 -0.34
H -0.28 7.48 -1.66
H 0.45 0.31 3.57
H -1.67 6.48 -1.22
H -0.05 3.62 2.28
H -0.96 -3.25 0.95
H -2.40 -2.22 0.67
H -1.10 1.68 2.56
H -1.12 7.71 -0.09
H 4.10 -3.52 0.70
H -2.49 1.75 0.07
H 2.93 1.03 4.04
H 1.68 5.95 2.97
H -0.71 6.03 6.59
H 0.42 1.50 6.82
H 1.30 1.09 2.17
H 4.31 -3.42 -1.03
H 2.79 1.44 -0.68
H 0.22 7.17 4.58


Entry 2:
66
Properties=species:S:1:pos:R:3 method="wB97M-V/def2-TZVPD" gap_ev=7.42 spin_multiplicity=1 charge=0 smiles="C#CCCCc1cc2c(c(OCCCC)c1C[C@@H]1CO1)C(=O)N(B(C)O)C2=O.c1ccccc1"
O 3.41 2.05 -2.47
O 4.89 -0.96 -3.32
O 4.07 -1.51 0.93
O -0.03 1.11 -3.34
O -3.29 -1.85 -5.24
N 4.24 0.23 -1.01
C 0.30 0.06 -2.37
C 3.12 0.93 -1.81
C -2.31 -1.25 1.71
C -2.66 0.07 1.34
C -2.05 -1.30 -4.47
C -0.81 -1.13 -2.00
C -1.46 -2.62 2.06
C -0.76 0.57 4.63
C -2.28 -1.04 -2.72
C 3.62 -0.86 -0.14
C 2.09 -1.20 -0.62
C -2.57 1.29 6.62
C -2.01 0.01 6.62
C -1.32 1.85 4.64
C -1.72 -3.87 1.05
C -0.48 -2.37 -0.92
C 6.61 -1.16 -1.19
C 1.04 -2.40 -0.22
C -3.01 -0.25 -5.47
C 0.33 4.79 -0.32
C -0.80 2.62 -1.32
C -2.23 2.21 5.63
C 0.35 3.12 -0.23
C 1.78 0.01 -1.68
C -1.11 -0.35 5.62
C -1.53 -3.57 -0.54
C -0.07 2.45 -2.77
B 5.20 -0.62 -1.89
H 1.19 5.29 0.30
H -2.76 0.03 -2.63
H -1.44 1.71 -0.96
H -2.12 -0.02 -6.19
H -3.47 0.44 -4.65
H -0.71 5.18 0.07
H -0.30 -2.42 2.22
H -3.28 1.57 7.40
H -0.89 -1.58 -4.87
H -2.82 -4.26 1.24
H 7.49 -0.35 -1.26
H 6.97 -2.18 -1.69
H -3.04 -1.88 -2.44
H -0.69 3.12 -3.54
H -0.99 -4.74 1.38
H -2.28 -0.70 7.39
H -2.60 -3.46 -1.00
H 0.39 5.17 -1.45
H -1.85 -2.97 3.13
H -0.68 -1.34 5.61
H 6.50 -1.39 -0.04
H -0.05 0.29 3.85
H 0.99 2.99 -2.69
H 1.36 -3.22 0.55
H -1.08 -4.56 -1.03
H -2.67 3.20 5.63
H 0.14 2.78 0.87
H -1.56 3.54 -1.41
H -1.04 2.57 3.87
H 4.41 -1.86 -3.25
H 1.45 2.81 -0.54
H -3.11 1.17 1.38


Entry 3:
66
Properties=species:S:1:pos:R:3 method="wB97M-V/def2-TZVPD" gap_ev=8.87 spin_multiplicity=1 charge=0 smiles="C[C@@H]1C[C@H](C)CN(C(=O)Cn2c(SCC(=O)N3CCc4ccccc4C3)nc3ccccc32)C1" relative_energy_ev=0.228
S -2.11 -1.16 -0.45
O 2.13 -2.52 -3.70
O -0.31 1.76 0.78
N 1.50 -0.45 -3.10
N -0.01 -1.38 1.22
N 0.43 -2.07 -0.86
N -1.49 0.68 2.37
C -4.54 -0.72 5.89
C -1.24 1.04 1.11
C 1.22 2.05 -4.48
C -0.47 -1.54 0.02
C 0.24 -2.39 -2.25
C 2.65 0.15 -3.75
C 0.03 1.37 -3.80
C -2.24 0.61 0.04
C -2.43 -0.33 2.78
C 2.27 -1.84 2.16
C 3.78 -2.80 0.53
C -4.02 -0.88 4.62
C -0.53 1.02 3.40
C -2.93 1.01 6.30
C 3.44 1.64 -5.60
C 0.53 0.51 -2.63
C 2.83 -2.77 -0.47
C 1.30 -1.80 1.17
C -3.99 0.24 6.74
C 3.50 -2.35 1.82
C 1.59 -2.25 -0.14
C -0.99 2.40 -3.31
C -1.26 1.70 4.55
C 2.22 1.00 -4.95
C -2.41 0.85 5.02
C -2.96 -0.10 4.18
C 1.37 -1.79 -3.11
H 3.14 2.24 -6.46
H -3.27 0.77 0.35
H -4.44 -1.63 3.96
H -2.50 1.76 6.96
H -1.93 -1.31 2.75
H 1.70 2.73 -3.78
H 3.95 2.29 -4.89
H 0.22 1.67 2.96
H -2.03 1.20 -0.85
H -0.46 0.71 -4.52
H 1.74 0.34 -5.68
H -0.59 2.97 -2.48
H 0.99 1.15 -1.87
H 3.16 0.78 -3.01
H -3.28 -0.37 2.09
H -1.25 3.09 -4.11
H 3.31 -0.66 -4.06
H -0.05 0.10 3.75
H -5.36 -1.33 6.23
H 4.14 0.88 -5.94
H -0.32 0.01 -2.17
H -0.57 1.90 5.37
H -1.65 2.67 4.21
H 4.76 -3.19 0.31
H -1.91 1.91 -2.98
H 0.30 -3.48 -2.39
H 4.28 -2.39 2.57
H 3.05 -3.12 -1.47
H 0.87 2.63 -5.33
H -4.39 0.37 7.73
H 2.05 -1.50 3.16
H -0.75 -2.06 -2.57


Entry 4:
69
Properties=species:S:1:pos:R:3 method="wB97M-V/def2-TZVPD" gap_ev=6.93 spin_multiplicity=1 charge=0 relative_energy_ev=1.566
Pt -0.13 1.49 0.42
P -0.31 -0.18 2.07
Si 0.25 0.28 -1.57
N 0.92 3.26 -0.45
N -0.48 -2.81 2.90
N -1.42 2.88 1.37
N -2.21 -1.32 3.74
N 0.06 -1.17 4.62
C -1.38 -1.05 4.90
C -1.22 -1.47 -3.32
C -1.89 -2.65 3.22
C 2.67 -3.11 -0.79
C 3.60 -1.30 0.48
C 0.31 -2.51 4.09
C 2.35 0.78 -3.47
C 0.73 4.03 -1.28
C -3.25 -2.61 -2.72
C 1.01 1.01 -3.15
C -2.23 -2.36 -3.63
C 3.62 -2.64 0.09
C -3.25 -1.96 -1.49
C 1.69 -2.25 -1.29
C -1.19 -0.83 -2.08
C -0.07 -2.00 1.76
C 1.65 -0.91 -0.91
C 0.25 1.79 -4.02
C -2.05 -0.29 2.72
C 2.91 1.29 -4.63
C -2.23 -1.08 -1.18
C -1.53 3.63 2.26
C 0.80 2.31 -5.19
C 0.49 4.99 -2.33
C 0.53 -0.12 3.74
C 2.62 -0.45 -0.02
C 2.13 2.05 -5.49
B -1.67 4.61 3.45
H 2.68 -4.15 -1.10
H 3.95 1.10 -4.86
H -0.47 4.78 -2.79
H -2.48 -2.83 2.32
H -0.80 4.24 4.21
H 0.20 2.90 -5.86
H -1.63 -1.77 5.68
H -2.73 -0.50 1.89
H 1.61 -0.21 3.60
H -0.66 -2.29 0.88
H -4.03 -3.32 -2.96
H 2.96 0.19 -2.80
H 0.47 5.99 -1.91
H 0.33 0.86 4.20
H 0.94 -2.63 -1.98
H 2.57 2.46 -6.39
H -2.22 -0.56 -0.23
H -2.76 4.50 3.95
H -2.33 0.68 3.14
H 4.35 -0.93 1.16
H -4.05 -2.14 -0.79
H -0.79 1.98 -3.79
H -1.59 -0.05 5.27
H 0.98 -2.20 1.53
H -0.43 -1.27 -4.04
H 4.38 -3.31 0.48
H -2.23 -2.86 -4.59
H 1.38 -2.60 3.85
H -2.16 -3.39 3.98
H -1.47 5.73 3.04
H 0.06 -3.23 4.86
H 2.63 0.59 0.27
H 1.27 4.92 -3.08


Copy entry 4 word for word.
69
Properties=species:S:1:pos:R:3 method="wB97M-V/def2-TZVPD" gap_ev=6.93 spin_multiplicity=1 charge=0 relative_energy_ev=1.566
Pt -0.13 1.49 0.42
P -0.31 -0.18 2.07
Si 0.25 0.28 -1.57
N 0.92 3.26 -0.45
N -0.48 -2.81 2.90
N -1.42 2.88 1.37
N -2.21 -1.32 3.74
N 0.06 -1.17 4.62
C -1.38 -1.05 4.90
C -1.22 -1.47 -3.32
C -1.89 -2.65 3.22
C 2.67 -3.11 -0.79
C 3.60 -1.30 0.48
C 0.31 -2.51 4.09
C 2.35 0.78 -3.47
C 0.73 4.03 -1.28
C -3.25 -2.61 -2.72
C 1.01 1.01 -3.15
C -2.23 -2.36 -3.63
C 3.62 -2.64 0.09
C -3.25 -1.96 -1.49
C 1.69 -2.25 -1.29
C -1.19 -0.83 -2.08
C -0.07 -2.00 1.76
C 1.65 -0.91 -0.91
C 0.25 1.79 -4.02
C -2.05 -0.29 2.72
C 2.91 1.29 -4.63
C -2.23 -1.08 -1.18
C -1.53 3.63 2.26
C 0.80 2.31 -5.19
C 0.49 4.99 -2.33
C 0.53 -0.12 3.74
C 2.62 -0.45 -0.02
C 2.13 2.05 -5.49
B -1.67 4.61 3.45
H 2.68 -4.15 -1.10
H 3.95 1.10 -4.86
H -0.47 4.78 -2.79
H -2.48 -2.83 2.32
H -0.80 4.24 4.21
H 0.20 2.90 -5.86
H -1.63 -1.77 5.68
H -2.73 -0.50 1.89
H 1.61 -0.21 3.60
H -0.66 -2.29 0.88
H -4.03 -3.32 -2.96
H 2.96 0.19 -2.80
H 0.47 5.99 -1.91
H 0.33 0.86 4.20
H 0.94 -2.63 -1.98
H 2.57 2.46 -6.39
H -2.22 -0.56 -0.23
H -2.76 4.50 3.95
H -2.33 0.68 3.14
H 4.35 -0.93 1.16
H -4.05 -2.14 -0.79
H -0.79 1.98 -3.79
H -1.59 -0.05 5.27
H 0.98 -2.20 1.53
H -0.43 -1.27 -4.04
H 4.38 -3.31 0.48
H -2.23 -2.86 -4.59
H 1.38 -2.60 3.85
H -2.16 -3.39 3.98
H -1.47 5.73 3.04
H 0.06 -3.23 4.86
H 2.63 0.59 0.27
H 1.27 4.92 -3.08